(1)
A single C21H32N2O5 molecule, computed with ωB97M-V with the def2-TZVPD basis set.

Geometry as XYZ:
```
60
Properties=species:S:1:pos:R:3:forces:R:3
C 6.156282 -0.633385 -2.679771 -0.1 0.2 0.1
C 5.198006 0.550923 -2.700420 0.0 -0.3 -0.2
C 4.086410 0.359699 -3.728684 0.0 0.3 0.3
C 3.130371 1.549456 -3.767475 -0.2 -0.4 -0.3
C 1.983367 1.315041 -4.753486 0.3 0.5 0.1
O 1.176989 0.208927 -4.402116 -0.2 -0.3 0.1
C 0.284494 0.313888 -3.385602 -0.2 -0.2 0.1
C -0.023553 1.477057 -2.685224 0.2 0.1 -0.3
C -0.972940 1.442426 -1.683071 -0.2 -0.2 0.2
C -1.626269 0.264618 -1.336810 0.2 0.3 -0.3
C -2.605734 0.321276 -0.227286 -0.1 -0.3 0.0
O -3.090862 1.380856 0.158600 0.0 0.3 0.0
N -2.950928 -0.861226 0.327234 0.0 -0.1 -0.1
C -3.871320 -0.957414 1.435966 -0.2 -0.1 0.2
C -3.197244 -1.295303 2.765597 0.1 0.1 -0.2
C -2.168813 -0.313602 3.322428 -0.6 -0.1 -0.1
O -1.419999 -0.669686 4.218044 0.3 -0.1 0.3
N -2.190828 0.935691 2.839112 -0.2 0.2 -0.1
C -1.203260 1.919796 3.216666 0.1 0.2 0.0
C -0.091962 2.067933 2.168782 0.0 -0.2 0.2
C 1.022592 1.033597 2.318336 -0.3 0.0 -0.1
C 0.597195 -0.380194 1.986128 0.2 0.3 -0.1
O -0.245888 -0.684930 1.178157 0.0 0.0 0.0
O 1.336186 -1.249360 2.665245 0.3 0.0 0.3
C 1.045894 -2.642928 2.542558 -0.3 -0.5 -0.1
C 0.562359 -3.181020 3.880166 0.1 0.3 -0.2
C -1.327941 -0.893588 -2.053172 0.0 0.2 0.1
C -0.390878 -0.866959 -3.060314 0.2 0.0 -0.1
H 6.624681 -0.762236 -3.653071 0.1 -0.1 -0.1
H 6.938606 -0.480650 -1.940046 0.1 -0.1 0.0
H 5.623944 -1.549247 -2.432905 0.0 -0.1 0.0
H 5.752778 1.462953 -2.933653 0.0 0.1 0.1
H 4.755910 0.676948 -1.709258 0.0 0.1 0.0
H 3.519330 -0.541941 -3.488239 0.0 -0.1 -0.1
H 4.528245 0.219904 -4.718061 0.0 -0.1 -0.1
H 2.723161 1.714407 -2.767799 0.0 0.1 0.0
H 3.666570 2.451354 -4.069499 0.0 0.1 0.0
H 1.373436 2.219964 -4.864394 0.0 -0.1 0.0
H 2.389284 1.052073 -5.734594 -0.1 0.1 0.1
H 0.460073 2.413850 -2.913697 0.1 0.0 0.0
H -1.225391 2.346704 -1.149022 0.0 0.0 0.0
H -2.338848 -1.646010 0.175829 0.1 0.1 0.0
H -4.412211 -0.009760 1.494358 0.0 -0.2 0.0
H -4.596466 -1.748813 1.209343 0.0 0.2 0.1
H -2.687534 -2.259057 2.685346 0.0 0.0 0.1
H -3.968531 -1.405977 3.532632 0.0 0.0 0.0
H -2.722594 1.164131 2.004893 -0.1 -0.2 0.0
H -0.783720 1.613037 4.178116 -0.1 0.1 -0.1
H -1.717974 2.877440 3.337698 0.1 -0.1 0.1
H -0.534002 1.982150 1.174955 0.0 0.1 0.0
H 0.348703 3.061668 2.264847 0.0 0.0 0.0
H 1.839302 1.278697 1.632806 0.1 -0.1 0.0
H 1.421918 1.034253 3.332933 0.1 0.0 0.0
H 1.972862 -3.131564 2.226302 -0.1 0.1 0.0
H 0.284892 -2.772439 1.765888 0.2 0.0 0.1
H 1.361715 -3.133413 4.614401 0.1 -0.1 0.1
H 0.239536 -4.212620 3.770073 0.0 -0.2 0.0
H -0.266060 -2.570850 4.234538 -0.1 -0.1 0.0
H -1.842732 -1.820096 -1.847285 0.0 -0.1 0.0
H -0.156794 -1.755545 -3.625900 0.0 -0.1 -0.1
```
Forces are in eV/Å.

As for the SMILES: CCCCCOc1ccc(C(=O)NCCC(=O)NCCCC(=O)OCC)cc1. The value obtained for the relative energy (zero: lowest compared OMol25 entry of this formula, charge and spin) is 57.85 kJ/mol. Its highest occupied orbital energy is -8.594 eV. Its LUMO energy is 0.6 eV.

Atomic partial charges in e from the natural (NBO) method, atoms 1 to 5: C -0.600; C -0.387; C -0.396; C -0.424; C -0.060

---

(2)
A molecular structure, C28H54N4O7Si2 at a distorted geometry, computed with ωB97M-V with the def2-TZVPD basis set.

Geometry as XYZ:
```
95
Properties=species:S:1:pos:R:3:forces:R:3
C 1.682327 -4.711157 0.472033 0.3 0.2 -0.4
C 1.369488 -4.115174 -0.938798 0.9 -0.8 0.8
C 2.777566 -3.781250 -1.553949 -1.3 0.3 -0.6
C 0.672192 -5.246397 -1.724043 -0.3 0.1 0.8
C 0.506359 -2.860434 -0.677549 -0.4 -0.5 -0.7
C -0.287672 -2.280429 -1.884987 -0.3 1.6 0.1
C 0.522083 -2.160915 -3.199504 -0.3 -0.2 0.2
C -1.635567 -2.999995 -2.176121 0.8 -1.1 -0.7
C -0.687508 -0.827642 -1.480602 0.1 -0.4 0.2
C -0.692684 0.247633 -2.359811 0.0 -0.1 -0.5
C -1.056629 1.516358 -1.952414 -0.1 0.3 -0.6
C -1.430274 1.769635 -0.650477 -0.1 0.0 -0.5
O -1.741153 3.070420 -0.324094 0.3 -0.1 0.5
C -0.814264 3.668921 0.591220 0.3 0.6 -0.1
C 0.614639 3.162751 0.497511 0.6 0.9 0.7
O 1.164722 3.368439 -0.799365 -0.2 -0.6 0.2
C 2.456738 2.811250 -0.895088 0.5 -0.3 -0.7
C 2.679005 2.212072 -2.301734 0.4 0.1 0.3
Si 4.352183 1.366093 -2.416786 -1.0 1.6 0.0
O 5.426499 2.198318 -1.453657 0.1 -1.5 0.1
Si 6.679245 1.279280 -0.784843 0.1 0.2 0.0
O 4.156961 -0.278824 -1.931843 0.2 0.3 -1.2
C 4.728688 -1.082191 -2.789490 2.2 -1.7 0.6
N 5.472522 -1.829213 -3.306764 -1.9 1.4 0.4
C -1.467982 0.706623 0.229449 -0.3 0.5 0.8
C -1.107770 -0.556971 -0.180037 0.1 -0.7 0.2
H 2.144324 -3.920382 1.080501 -0.4 -0.2 0.1
H 2.436173 -5.509643 0.398169 -0.3 0.1 -0.1
H 0.786614 -5.135765 0.941402 0.2 0.3 0.1
H 2.822507 -4.124276 -2.597710 0.2 0.0 0.3
H 2.858382 -2.688028 -1.593282 0.5 -0.3 0.2
H 3.583935 -4.245189 -0.980090 -0.1 0.3 -0.2
H -0.211268 -5.555304 -1.138960 0.0 0.1 -0.4
H 1.323133 -6.132266 -1.726754 0.0 0.3 -0.3
H 0.347218 -4.965493 -2.729020 0.2 -0.2 0.1
H -0.233723 -3.098409 0.102140 0.3 0.0 -0.1
H 1.149565 -2.076450 -0.251834 -0.1 -0.2 -0.1
H 1.036307 -3.084663 -3.481700 -0.1 0.2 0.1
H 1.245922 -1.339930 -3.121575 0.0 -0.3 -0.1
H -0.188833 -1.925590 -4.005075 0.3 0.0 0.1
H -1.998731 -3.599270 -1.331607 -0.1 0.5 0.0
H -1.450194 -3.728371 -2.984834 -0.2 0.1 0.3
H -2.399723 -2.325928 -2.571934 0.2 0.0 0.3
H -0.411670 0.141913 -3.404855 0.0 -0.1 0.2
H -1.045183 2.325842 -2.680258 0.0 0.0 0.3
H -0.785219 4.741075 0.346673 -0.2 -0.3 -0.1
H -1.150199 3.629178 1.639274 0.0 -0.4 -0.3
H 1.209482 3.799459 1.184871 -0.4 -0.2 0.1
H 0.754605 2.134440 0.863781 -0.2 0.0 -0.4
H 2.624929 2.007025 -0.156274 -0.3 0.3 0.0
H 3.230315 3.577529 -0.724190 -0.2 -0.1 0.1
H 1.856067 1.532676 -2.567626 0.2 0.1 0.1
H 2.711060 3.018445 -3.052519 -0.2 -0.2 0.2
H 4.870714 1.379035 -3.789349 0.1 -0.3 0.0
H 7.647961 2.126906 -0.078458 -0.1 0.2 0.0
H 6.135903 0.254044 0.127397 -0.1 0.1 0.1
H 7.384937 0.576495 -1.870293 0.0 0.0 -0.1
H -1.767479 0.874989 1.263552 0.0 0.0 -0.2
H -1.137859 -1.361180 0.554967 0.0 0.2 -0.1
C -3.188231 -2.845520 2.483354 0.2 0.0 0.1
C -1.922730 -2.715029 3.289174 0.2 -0.1 -0.1
O -0.820956 -2.642531 2.760248 0.0 0.0 0.0
N -2.032199 -2.677447 4.643949 -0.1 0.0 -0.2
C -3.236382 -2.748007 5.448861 0.5 0.0 0.2
H -2.938852 -2.858286 1.427357 0.0 0.1 0.0
H -3.702605 -3.776049 2.729396 -0.1 0.1 0.0
H -3.845123 -1.996695 2.669145 -0.1 -0.1 -0.1
H -1.146079 -2.588730 5.115852 0.0 0.0 0.0
H -3.313172 -1.843018 6.054539 -0.2 0.0 0.0
H -3.168883 -3.610031 6.115489 -0.2 0.0 0.0
H -4.124262 -2.841550 4.832692 0.1 0.0 -0.1
C 2.341921 6.032322 4.842484 0.0 0.0 0.0
C 1.413215 6.186604 3.663110 -0.2 -0.1 -0.1
O 0.432905 5.474919 3.512999 0.0 -0.1 0.0
N 1.701220 7.156155 2.754419 0.1 -0.1 0.3
C 2.809479 8.092895 2.757963 -0.4 0.0 -0.4
H 1.981147 5.223933 5.471648 -0.1 0.0 -0.1
H 3.349138 5.786109 4.503371 0.0 0.1 0.1
H 2.362507 6.949537 5.432607 0.1 0.0 0.0
H 1.040006 7.201994 1.994904 0.0 0.0 0.0
H 2.414962 9.110410 2.769324 0.2 0.1 0.1
H 3.394382 7.955016 1.846901 0.2 0.1 0.1
H 3.452405 7.949799 3.619890 0.0 0.0 0.0
C -4.566759 -0.764260 -1.702851 0.0 0.0 -0.1
C -5.510414 -1.279910 -0.649365 0.2 0.0 0.1
O -5.090982 -1.661435 0.432088 -0.2 -0.1 0.1
N -6.839491 -1.312459 -0.931202 0.3 0.1 -0.1
C -7.508351 -0.903759 -2.151619 -0.2 -0.2 0.4
H -3.553583 -0.808930 -1.312992 -0.1 0.0 0.1
H -4.626678 -1.388063 -2.596691 0.0 0.1 -0.1
H -4.796971 0.272664 -1.953078 0.0 0.0 -0.1
H -7.401306 -1.670897 -0.175223 0.0 0.0 0.0
H -8.226215 -0.115655 -1.917166 0.0 0.1 -0.2
H -8.049018 -1.757637 -2.564138 0.0 0.1 -0.2
H -6.803730 -0.536570 -2.890229 0.1 0.0 0.1
```
Forces are in eV/Å.

Its highest occupied orbital energy is -8.268 eV. Its LUMO energy is 0.5 eV.

Atomic partial charges in e from the Löwdin method, atoms 1 to 5: C -0.074; C -0.550; C -0.044; C -0.058; C -0.112

---

(3)
A molecular structure, C41H39FN4O3P2Pd at a distorted geometry, computed with ωB97M-V with the def2-TZVPD basis set.

Geometry as XYZ:
```
91
Properties=species:S:1:pos:R:3:forces:R:3
Pd -0.641490 -0.768040 -0.112534 -0.5 -1.0 0.3
F 1.402440 6.629158 1.401015 0.0 0.0 0.0
C 0.300878 5.932359 1.751842 0.0 0.0 0.0
C 0.186277 4.632516 1.353410 0.0 0.0 0.0
C -0.917850 3.872750 1.740469 0.0 0.0 0.0
C -1.031182 2.480241 1.300272 0.0 -0.1 0.0
O -0.182312 1.913612 0.606988 0.2 0.3 0.0
C -2.235434 1.807270 1.737240 0.0 -0.1 -0.1
C -3.145699 2.425100 2.510972 0.0 0.0 0.0
N -3.003475 3.710495 2.948945 0.0 0.0 0.0
C -4.048221 4.301475 3.753992 0.0 0.0 0.0
C -3.738342 4.686613 5.173070 0.0 0.0 0.0
C -4.612568 3.504021 4.888032 0.0 0.0 0.0
C -1.910165 4.457194 2.543723 0.0 0.0 0.0
C -1.790341 5.809356 2.896099 0.0 0.0 0.0
C -0.692780 6.559735 2.517996 0.0 0.0 0.0
N -0.625626 7.918934 2.920062 0.0 0.0 0.0
C 0.171167 8.876053 2.161948 0.0 0.0 0.0
C -0.176299 10.287661 2.661388 0.0 0.0 0.0
N -1.539751 10.248868 3.286573 0.0 0.0 0.0
C -1.524781 9.445545 4.564302 0.0 0.0 0.0
C -0.621024 8.225832 4.342078 0.0 0.0 0.0
C -2.225959 0.406085 1.218975 0.2 -0.2 0.1
O -2.606363 0.196303 0.030004 0.2 0.1 0.1
O -1.529468 -0.441247 1.863202 -0.1 0.4 -0.4
H 0.958186 4.172814 0.750662 0.0 0.0 0.0
H -4.048018 1.928347 2.838519 0.0 0.0 0.0
H -4.730741 4.930274 3.193571 0.0 0.0 0.0
H -4.195177 5.585019 5.565603 0.0 0.0 0.0
H -2.737340 4.480081 5.528374 0.0 0.0 0.0
H -5.674156 3.584684 5.068626 0.0 0.0 0.0
H -4.191836 2.526330 5.077328 0.0 0.0 0.0
H -2.577541 6.286677 3.462748 0.0 0.0 0.0
H -0.070674 8.772313 1.105061 0.0 0.0 0.0
H 1.249395 8.739347 2.272785 0.0 0.0 0.0
H -0.179015 11.017207 1.855769 0.0 0.0 0.0
H 0.504852 10.630517 3.437674 0.0 0.0 0.0
H -2.178032 9.793098 2.632740 0.0 0.0 0.0
H -1.889688 11.190380 3.461130 0.0 0.0 0.0
H -2.554623 9.160937 4.768951 0.0 0.0 0.0
H -1.166722 10.094624 5.360578 0.0 0.0 0.0
H -1.003716 7.383634 4.911715 0.0 0.0 0.0
H 0.395194 8.427309 4.701938 0.0 0.0 0.0
N 0.881391 -2.728792 -1.589933 0.2 -0.3 -0.1
P 1.042776 -2.235882 0.012609 0.0 0.6 0.1
C 2.650576 -1.492392 0.275378 0.0 0.0 0.1
C 2.740662 -0.114565 0.467957 0.0 0.0 0.0
C 3.987953 0.471287 0.631149 0.0 0.0 0.0
C 5.134385 -0.308411 0.594804 0.0 0.0 0.0
C 5.045927 -1.682729 0.403138 0.0 0.0 0.0
C 3.805870 -2.276684 0.250250 0.0 -0.1 0.0
C 0.891076 -3.653888 1.081233 0.0 -0.1 0.0
C 0.131797 -4.752608 0.680899 0.0 0.0 0.0
C -0.022730 -5.829358 1.536948 0.0 0.0 0.0
C 0.564121 -5.803155 2.795170 0.0 0.0 0.0
C 1.304692 -4.701817 3.203061 0.0 0.0 0.0
C 1.470922 -3.623017 2.350474 0.0 0.0 0.0
P -0.244253 -1.598910 -2.124473 0.0 0.3 -0.3
C 0.508766 -0.537031 -3.353228 0.1 0.2 0.1
C 1.060315 0.676014 -2.936115 0.0 -0.1 0.0
C 1.720605 1.478798 -3.852604 0.0 0.0 0.0
C 1.825104 1.077690 -5.177178 0.0 0.0 0.0
C 1.266624 -0.123576 -5.596416 0.0 0.0 0.0
C 0.603951 -0.931234 -4.687884 0.0 -0.1 0.0
C -1.572356 -2.457951 -2.949686 -0.1 0.0 0.0
C -1.576615 -3.840940 -3.098623 0.0 0.0 0.0
C -2.623588 -4.452645 -3.773294 0.0 0.0 0.0
C -3.661365 -3.686060 -4.281381 0.0 0.0 0.0
C -3.663118 -2.305212 -4.120503 0.0 0.0 0.0
C -2.620553 -1.685855 -3.454360 0.0 -0.1 0.0
H 1.555559 -3.223108 -2.160491 0.0 -0.1 0.1
H 1.842603 0.494812 0.498758 0.0 0.0 0.0
H 4.064451 1.539015 0.789004 0.0 0.0 0.0
H 6.104744 0.153392 0.721312 0.0 0.0 0.0
H 5.941953 -2.288049 0.380037 0.0 0.0 0.0
H 3.733198 -3.351071 0.120675 0.0 0.0 0.0
H -0.334450 -4.763903 -0.295953 0.0 0.0 0.0
H -0.603093 -6.687749 1.226618 0.0 0.0 0.0
H 0.441451 -6.645684 3.462733 0.0 0.0 0.0
H 1.756279 -4.684685 4.185721 0.0 0.0 0.0
H 2.051039 -2.765114 2.666625 0.0 0.0 0.0
H 0.955839 0.991364 -1.903211 0.0 0.0 0.0
H 2.146686 2.421676 -3.535985 0.0 0.0 0.0
H 2.338292 1.708209 -5.891347 0.0 0.0 0.0
H 1.344250 -0.426229 -6.632027 0.0 0.0 0.0
H 0.155477 -1.862456 -5.013799 0.0 0.0 0.0
H -0.764172 -4.435814 -2.701039 0.0 0.0 0.0
H -2.627865 -5.526675 -3.901924 0.0 0.0 0.0
H -4.477440 -4.166233 -4.805036 0.0 0.0 0.0
H -4.479210 -1.713839 -4.512961 0.0 0.0 0.0
H -2.617242 -0.609743 -3.323717 0.0 0.0 0.0
```
Forces are in eV/Å.

Its charge is +2. Its highest occupied orbital energy is -12.447 eV. Its LUMO energy is -4.5 eV.

Atomic partial charges in e from the Löwdin method, atoms 1 to 5: Pd 0.717; F 0.071; C -0.189; C 0.090; C -0.044

---

| no. | Kohn-Sham gap (eV) | E_tot (a.u.) |
| --- | --- | --- |
| 1 | 9.22 | -1305.1907 |
| 2 | 8.74 | -2424.0804 |
| 3 | 7.92 | -2940.5481 |